Formula: C7H14N2O3
Source: OMol25
Level of theory: ωB97M-V/def2-TZVPD

Each line ends with the Mulliken charge.
Positions of all 26 atoms, in Å:
H -1.291 -2.350 -0.981  0.33
C 1.218 2.552 -1.802  -1.06
H -1.192 3.142 -1.454  0.40
C 0.779 -2.271 2.922  -1.29
N 0.244 1.684 -1.205  0.05
C 0.624 -1.595 1.599  0.07
C -0.393 -1.844 -0.509  -0.78
N -0.563 -0.391 -0.654  0.05
O -0.369 -2.204 0.831  -0.37
H 0.368 -0.537 1.781  0.14
O -2.075 1.293 -1.194  -0.41
H -1.958 0.271 0.626  0.39
C -1.057 2.219 -0.865  -0.47
H 0.566 -2.084 -0.965  0.45
H 1.532 -1.693 0.990  0.31
H 2.284 2.285 -1.712  0.33
C -1.898 0.131 -0.439  -0.45
H 1.599 -1.721 3.402  0.37
H -0.090 -2.098 3.593  0.31
H -1.130 2.507 0.216  0.29
H -2.685 -0.550 -0.774  0.30
H 1.101 3.563 -1.435  0.38
H 1.057 -3.355 2.773  0.31
O 1.717 0.080 -0.938  -0.71
C 0.523 0.386 -0.924  0.72
H 1.089 2.581 -2.880  0.35

## Properties
Energy ... -16607.9786 eV
Energy above the lowest of the compared OMol25 structures with the same formula, charge and spin ... 193.15 kJ/mol
LUMO ... 0.818 eV
SMILES ... CCOCN1COCN(C)C1=O



Formula: C6H10O
Source: OMol25
Level of theory: ωB97M-V/def2-TZVPD

Each line ends with the Mulliken charge.
Positions of all 17 atoms, in Å:
H 1.513 -0.096 2.147  0.25
H -1.016 -1.462 1.123  0.28
O -1.014 1.535 -2.195  -0.46
H -0.535 -1.505 -2.447  0.06
C 0.246 0.626 -0.411  0.50
H -1.857 0.594 0.137  0.29
C 0.994 -0.699 1.386  -0.57
H -1.082 -1.029 -2.612  -0.05
H -0.829 1.582 1.180  0.28
H -0.875 -0.433 2.543  0.30
H 0.981 1.642 -2.257  0.31
C -0.535 -0.555 1.510  -0.61
C 0.076 1.319 -1.708  -0.32
H 1.341 -1.727 1.527  0.34
H 2.191 -0.312 -0.542  0.41
C -0.872 0.644 0.608  -0.57
C 1.273 -0.124 0.010  -0.45

## Properties
Energy ... -8430.0166 eV
Energy above the lowest of the compared OMol25 structures with the same formula, charge and spin ... 118.07 kJ/mol
LUMO ... 0.484 eV
SMILES ... O=CC1=CCCC1.[H][H]



Formula: C38H66B5CaF26N12O6S2
Source: OMol25
Level of theory: ωB97M-V/def2-TZVPD

Each line ends with the Mulliken charge.
Positions of all 156 atoms, in Å:
C -4.187 4.566 1.248  -1.23
F -0.628 -2.465 5.133  -0.20
H -2.891 3.009 0.933  -0.23
H 1.392 3.812 -8.353  0.36
H 3.864 2.760 -5.492  0.35
H 2.599 4.148 -2.493  0.36
H 2.459 3.922 2.014  0.34
H -5.778 -1.758 -7.615  0.32
C 6.315 1.621 1.187  -0.63
N 0.929 -4.920 3.181  0.62
C 1.865 -3.804 3.092  -0.66
C 0.001 -7.080 3.140  -0.71
C -2.442 -6.350 3.427  -0.20
F -1.903 1.526 -1.619  -0.16
C -1.299 5.805 1.500  -0.32
C 2.788 2.679 -5.449  -0.16
N 5.044 -0.632 -1.422  0.50
C 1.695 2.282 5.432  -1.22
F 3.690 -4.035 -1.347  -0.33
H -0.263 -1.040 -7.021  0.32
H -0.286 3.265 -6.487  0.52
S -0.607 -1.180 7.451  1.10
H 2.765 2.199 5.243  0.38
H -3.159 4.635 5.562  0.51
H -4.345 1.496 6.070  0.29
C 3.188 2.037 -2.099  0.18
H -3.477 -6.772 5.345  0.39
F -2.869 -0.408 -1.426  -0.02
F 1.111 -1.045 1.140  0.14
H 5.582 3.489 0.426  0.27
C 0.097 5.863 1.659  -0.66
F -2.777 -3.247 -3.717  -0.22
H -1.567 -0.165 -3.957  0.69
H 3.855 0.278 1.516  1.16
H 2.256 -6.628 3.360  0.45
F -4.234 1.378 -1.218  -0.25
H 7.284 1.810 0.724  0.32
H 3.904 3.502 -3.487  0.36
C 2.050 3.121 -7.826  -0.86
H -0.423 4.693 5.059  0.64
C -0.535 -0.044 -6.674  -0.73
H 2.390 1.741 -1.418  -0.26
F -2.852 -0.944 3.142  -0.27
H -4.460 1.410 4.300  0.34
C -1.137 3.887 4.983  -0.27
N -1.047 -6.073 3.081  0.38
F 0.913 -0.959 5.101  -0.13
F -3.131 -1.631 1.020  -0.13
H -6.089 0.375 -5.608  0.36
H -1.874 0.788 4.376  0.81
C 0.723 2.307 4.168  1.25
H 4.087 2.242 -1.519  0.12
C -5.899 -1.536 -6.555  -0.95
H 1.941 -3.328 4.069  0.22
H -4.188 4.210 2.279  0.18
O -2.390 -5.519 -0.641  -0.66
H -2.937 -7.088 2.796  0.41
H -4.891 2.830 5.220  0.40
H 4.605 -0.824 -3.494  0.22
C -2.909 4.044 0.594  0.26
H 0.246 0.381 -6.043  0.05
F -3.047 -3.127 2.778  -0.18
H -0.149 -8.143 3.258  0.48
C -3.029 0.032 -6.762  -0.40
F 0.459 0.578 -0.258  -0.38
O -1.841 -3.122 -0.858  -0.93
S -1.802 -4.441 -1.465  1.02
F 2.225 -5.629 -1.451  -0.35
H 4.689 2.632 1.764  0.02
C -2.308 -0.065 -4.737  -0.44
N 1.827 3.006 -6.433  0.21
C -5.440 -0.092 -6.349  -0.73
H 1.524 -3.070 2.362  -0.06
C 5.104 -1.367 -2.691  -0.51
H -0.700 0.527 -7.588  0.42
F 1.638 1.061 1.676  -0.02
F 0.910 -0.379 -3.425  -0.09
F 3.395 -5.314 0.591  -0.40
C 4.054 -0.728 -0.476  -0.74
H 6.104 -1.667 -3.005  0.40
H 2.744 5.199 1.051  0.52
O -0.981 -2.316 8.307  -0.64
H -6.981 -1.637 -6.468  0.34
H -4.860 4.083 0.540  0.43
H 3.086 3.417 -7.989  0.33
C -3.688 -0.023 -4.626  -0.75
C 1.228 -6.301 3.314  -0.35
C 4.407 0.019 0.625  -1.50
H -1.986 6.578 1.813  0.44
C 6.095 0.153 -0.899  -0.28
C 0.567 3.118 -5.842  -0.77
F 1.769 -3.920 -0.350  0.01
H 0.854 6.530 2.046  0.51
C -2.957 -4.448 -3.060  0.44
C 2.082 4.334 1.077  -0.57
B 0.860 -1.645 -2.965  -0.57
C -1.779 1.834 4.629  -1.03
C -4.152 2.033 5.141  -0.87
H 2.403 3.747 0.217  -0.14
N 2.196 2.916 -4.243  0.43
N 0.620 4.679 1.127  0.42
H 3.313 1.180 -2.761  0.32
H -0.190 2.798 0.764  1.11
C 2.945 3.263 -3.027  -1.09
F -2.615 0.768 0.296  0.61
H 2.858 -4.130 2.782  0.47
H 0.768 1.371 3.612  -0.54
O -0.488 -4.738 -2.066  -0.63
F 2.092 -2.158 -2.850  0.11
C -0.436 3.845 0.855  -1.44
C 5.657 2.908 1.346  -0.73
N 5.600 0.618 0.344  0.29
O -1.727 -0.379 6.943  -0.60
H -1.926 -5.920 5.493  0.25
O 0.418 -0.345 8.018  -0.68
C -0.450 -4.830 3.099  -0.11
F -0.467 0.314 1.800  -0.09
N -1.626 4.606 0.984  0.50
H 1.084 3.032 3.438  -0.83
H 6.974 0.487 -1.431  0.38
N -4.122 -0.024 -5.950  0.21
C -2.453 -6.722 4.975  -1.04
H 3.161 -1.315 -0.634  0.74
B -2.977 0.879 -0.965  -0.77
C -2.490 3.872 5.192  -1.11
N -1.866 -0.022 -6.019  0.35
H 6.228 3.609 1.954  0.45
B 2.793 -4.754 -0.588  0.22
C 0.788 2.975 -4.487  -0.39
N -0.661 2.649 4.571  0.87
F 1.142 -2.879 6.148  -0.31
B -2.501 -1.957 2.247  -0.29
H 0.146 3.123 -3.631  0.57
H -1.031 -3.925 3.203  0.02
H -4.172 5.655 1.194  0.38
H 1.493 3.134 6.081  0.39
N -2.842 2.543 5.079  0.48
H 1.431 1.417 6.040  0.27
F 0.022 -2.435 -3.667  -0.18
H -2.941 -5.381 3.433  -0.03
H -1.935 -7.612 5.332  0.34
H 6.336 1.182 2.184  0.30
H 2.034 2.146 -8.314  0.36
F -4.241 -4.569 -2.644  -0.24
F 0.212 -1.602 -1.770  -0.40
H -2.960 4.091 -0.494  0.28
H -5.606 0.499 -7.250  0.43
H -3.067 0.076 -7.841  0.46
Ca -1.162 -1.111 -0.021  1.42
H -5.286 -2.212 -5.958  0.30
B 0.730 0.250 1.090  0.33
F -1.125 -2.062 2.048  0.64
H -4.400 -0.218 -3.838  0.54
F -2.667 -5.416 -3.909  -0.20
H 4.665 -2.364 -2.662  0.10
C 0.236 -1.883 5.865  0.42

## Properties
Energy ... -184811.4249 eV
LUMO ... -3.971 eV
Net charge ... +1



Formula: Ca3H4N4O14
Source: OMol25
Level of theory: ωB97M-V/def2-TZVPD

Each line ends with the Mulliken charge.
Positions of all 25 atoms, in Å:
O 1.611 3.137 1.807  -0.66
O 2.464 4.172 0.123  -0.42
O 1.359 -1.658 -3.471  -0.50
O 1.832 -2.969 2.074  -0.49
H -0.951 -1.552 1.841  0.43
O -1.256 2.209 -0.558  -0.70
O -0.170 -2.434 -2.130  -0.60
O -0.912 0.040 -0.783  -0.52
Ca -2.072 3.901 0.779  1.75
H -2.389 -1.812 2.370  0.26
N 1.055 -2.277 -2.434  0.73
N 1.506 3.927 0.811  0.85
O -1.825 -1.959 1.601  -0.58
O -1.256 0.429 -4.070  -0.63
H -0.702 0.351 -4.855  0.34
O -0.180 1.163 0.929  -0.40
N -0.786 1.100 -0.160  0.90
Ca -2.170 -2.087 -0.725  1.76
H -0.652 0.261 -3.339  0.28
O 0.165 -3.049 3.442  -0.50
O 1.966 -2.697 -1.702  -0.56
O 0.593 -1.202 2.346  -0.74
O 0.388 4.482 0.556  -0.64
Ca 1.525 0.998 2.933  1.80
N 0.855 -2.476 2.613  0.84

## Properties
Energy ... -89980.5118 eV
LUMO ... -9.054 eV
Net charge ... +2



Formula: C5H6N
Source: OMol25
Level of theory: ωB97M-V/def2-TZVPD

Each line ends with the Mulliken charge.
Positions of all 12 atoms, in Å:
C -1.750 -0.741 -0.618  -0.57
C -0.493 -0.331 -0.183  0.87
C 0.052 0.892 -0.448  -0.09
H -0.370 1.668 -1.202  0.34
H 2.207 0.522 -0.451  0.33
N 1.352 -0.261 1.168  -0.39
H -2.250 -1.543 -0.117  0.29
H -2.199 -0.183 -1.417  0.28
C 0.310 -0.956 0.912  -0.48
H 1.713 1.901 0.686  0.36
H 0.054 -1.809 1.389  0.47
C 1.374 0.841 0.282  -0.41

## Properties
Energy ... -6761.7090 eV
Energy above the lowest of the compared OMol25 structures with the same formula, charge and spin ... 334.66 kJ/mol
LUMO ... -7.659 eV
Net charge ... +1



Formula: C5H8N2
Source: OMol25
Level of theory: ωB97M-V/def2-TZVPD

Each line ends with the Mulliken charge.
Positions of all 15 atoms, in Å:
H -2.348 0.032 -1.369  0.42
C 0.272 -1.612 -0.453  -0.29
H 1.358 1.910 1.211  0.20
H 2.616 0.837 2.933  0.24
H 1.464 -0.641 2.586  0.20
N 2.324 -2.768 -1.470  -0.45
C -1.546 0.017 -0.668  -1.17
N 0.967 0.962 1.499  -0.38
H -0.308 -0.658 -2.354  0.28
C 1.724 0.412 2.397  -0.24
C -0.469 -0.788 -1.190  0.10
H 0.110 -1.807 0.646  0.26
H -1.370 1.118 -0.539  0.25
H -1.814 -0.320 0.331  0.31
C 1.454 -2.256 -0.885  0.25

## Properties
Energy ... -8288.7439 eV
Energy above the lowest of the compared OMol25 structures with the same formula, charge and spin ... 163.89 kJ/mol
Spin multiplicity ... 3
LUMO (spin up / spin down) ... 0.935 / -2.698 eV
⟨S²⟩ ... 2.02